An isolated molecule of C24H29N5O3 at a distorted geometry, computed with ωB97M-V/def2-TZVPD.

Properties
- Orbital gap: 8.910 eV
- SMILES: CCOC(=O)N1CCN(C(=O)c2cnn3c(C)c(Cc4ccc(C)cc4)c(C)nc23)CC1
- E_HOMO: -0.3062 Eh
- Lowest unoccupied orbital energy: 0.5789 eV
- Molar mass: 435.5 g mol⁻¹

Last columns: bonded neighbours and bond lengths (Å).
Cartesian coordinates (Å):
1 C 1.83194 5.32311 0.24445  C2 1.522, H33 1.087, H34 1.087, H35 1.086
2 C 1.48548 3.99297 0.89854  C1 1.522, O3 1.425, H36 1.095, H37 1.092
3 O 2.53873 3.04383 0.75586  C2 1.425, C4 1.351
4 C 2.59363 2.39918 -0.43012  O3 1.351, O5 1.211, N6 1.352
5 O 1.81490 2.58493 -1.33892  C4 1.211
6 N 3.64799 1.55484 -0.49650  C4 1.352, C7 1.444, C32 1.452
7 C 3.76901 0.66830 -1.62941  N6 1.444, C8 1.537, H38 1.094, H39 1.090
8 C 3.24694 -0.72506 -1.24588  C7 1.537, N9 1.449, H40 1.089, H41 1.099
9 N 3.62242 -1.02180 0.12184  C8 1.449, C10 1.358, C31 1.445
10 C 2.96544 -1.84688 0.97729  N9 1.358, O11 1.222, C12 1.475
11 O 3.42514 -2.11049 2.07851  C10 1.222
12 C 1.68490 -2.44341 0.55415  C10 1.475, C13 1.402, C30 1.398
13 C 1.27502 -3.73951 0.89886  C12 1.402, N14 1.322, H42 1.072
14 N 0.02593 -3.99484 0.54806  C13 1.322, N15 1.330
15 N -0.42688 -2.87038 0.00055  N14 1.330, C16 1.356, C30 1.390
16 C -1.67502 -2.64703 -0.47872  N15 1.356, C17 1.493, C18 1.376
17 C -2.63794 -3.78491 -0.38786  C16 1.493, H43 1.089, H44 1.087, H45 1.088
18 C -1.94165 -1.40338 -1.00306  C16 1.376, C19 1.503, C27 1.426
19 C -3.30117 -1.05255 -1.53843  C18 1.503, C20 1.510, H46 1.092, H47 1.092
20 C -4.03615 -0.09320 -0.63298  C19 1.510, C21 1.389, C26 1.388
21 C -3.99352 -0.24064 0.74761  C20 1.389, C22 1.382, H48 1.081
22 C -4.68426 0.62794 1.57140  C21 1.382, C23 1.389, H49 1.081
23 C -5.44045 1.66612 1.04158  C22 1.389, C24 1.498, C25 1.389
24 C -6.17012 2.61754 1.93981  C23 1.498, H50 1.087, H51 1.091, H52 1.088
25 C -5.48276 1.81066 -0.33873  C23 1.389, C26 1.383, H53 1.081
26 C -4.78941 0.94470 -1.16439  C20 1.388, C25 1.383, H54 1.081
27 C -0.90341 -0.42602 -1.00945  C18 1.426, C28 1.491, N29 1.309
28 C -1.11482 0.93670 -1.57547  C27 1.491, H55 1.089, H56 1.089, H57 1.087
29 N 0.28927 -0.67552 -0.53212  C27 1.309, C30 1.329
30 C 0.54589 -1.87799 -0.02647  C12 1.398, N15 1.390, N29 1.329
31 C 4.78091 -0.30302 0.60015  N9 1.445, C32 1.535, H58 1.091, H59 1.095
32 C 4.45279 1.19591 0.65698  N6 1.452, C31 1.535, H60 1.097, H61 1.091
33 H 1.94137 5.18633 -0.82834  C1 1.087
34 H 2.76377 5.71014 0.64983  C1 1.087
35 H 1.03697 6.03969 0.43059  C1 1.086
36 H 0.57164 3.58242 0.45648  C2 1.095
37 H 1.35698 4.10645 1.97718  C2 1.092
38 H 4.81834 0.63514 -1.93625  C7 1.094
39 H 3.17204 1.07843 -2.44443  C7 1.090
40 H 2.16161 -0.71624 -1.33051  C8 1.089
41 H 3.66241 -1.48122 -1.92633  C8 1.099
42 H 1.86434 -4.49454 1.37986  C13 1.072
43 H -2.91368 -4.13339 -1.38242  C17 1.089
44 H -2.16017 -4.59950 0.15030  C17 1.087
45 H -3.54418 -3.48692 0.13584  C17 1.088
46 H -3.90002 -1.95862 -1.65113  C19 1.092
47 H -3.19837 -0.60135 -2.52788  C19 1.092
48 H -3.41038 -1.03816 1.18560  C21 1.081
49 H -4.63637 0.49731 2.64308  C22 1.081
50 H -7.01317 3.07063 1.42365  C24 1.087
51 H -5.49982 3.41638 2.25932  C24 1.091
52 H -6.53220 2.10863 2.83037  C24 1.088
53 H -6.06366 2.61140 -0.77386  C25 1.081
54 H -4.83585 1.07780 -2.23621  C26 1.081
55 H -1.90382 1.45319 -1.03096  C28 1.089
56 H -1.41519 0.87318 -2.62030  C28 1.089
57 H -0.18932 1.50353 -1.50832  C28 1.087
58 H 5.01699 -0.67883 1.59716  C31 1.091
59 H 5.63121 -0.49525 -0.06196  C31 1.095
60 H 5.37688 1.78664 0.66934  C32 1.097
61 H 3.88402 1.42133 1.56024  C32 1.091